146
Properties=species:S:1:pos:R:3:forces:R:3 method="wB97M-V/def2-TZVPD" s2=0.8484 relative_energy_kcal_mol=92.1 total_charge=+2 fmax_ev_per_a=3.88 molar_mass_g_mol=1347.845 multiplicity=2 gap_ev="4.90 / 5.65"
Ru -0.093 0.728 -0.277 3.659 -1.283 0.199
Cl -2.610 -0.316 -1.022 -0.342 -0.258 0.265
C -3.095 0.427 -2.503 -0.051 0.600 -0.486
C -3.860 -0.269 -3.419 -0.005 -0.093 0.174
C -4.225 0.359 -4.599 0.049 0.059 0.056
C -3.850 1.671 -4.836 -0.081 -0.018 -0.039
C -3.097 2.364 -3.903 0.019 -0.007 0.137
C -2.692 1.744 -2.725 0.300 -0.283 0.213
P -1.617 2.519 -1.453 -1.038 -0.043 0.160
C -2.840 3.073 -0.212 0.320 -0.063 0.096
C -2.329 3.832 0.840 0.028 -0.166 -0.169
C -3.157 4.306 1.838 0.025 0.050 0.083
C -4.506 3.990 1.816 0.035 -0.027 0.019
C -5.018 3.215 0.787 -0.093 -0.008 0.044
C -4.196 2.760 -0.231 0.191 -0.023 -0.174
C -1.160 4.065 -2.318 0.575 -0.329 0.144
C -1.515 5.345 -1.907 -0.088 -0.162 0.123
C -1.151 6.440 -2.676 0.020 0.105 -0.049
C -0.433 6.275 -3.849 -0.020 -0.005 0.067
C -0.074 5.001 -4.261 0.068 -0.057 -0.087
C -0.428 3.907 -3.497 0.045 -0.026 0.162
H -4.175 -1.279 -3.212 0.012 -0.140 0.033
H -4.812 -0.177 -5.328 -0.070 -0.070 -0.068
H -4.151 2.164 -5.748 -0.033 0.038 -0.064
H -2.832 3.394 -4.093 0.023 0.023 -0.023
H -1.273 4.056 0.864 -0.134 0.104 0.011
H -2.746 4.924 2.621 0.045 0.020 0.132
H -5.153 4.343 2.603 -0.108 0.061 0.061
H -6.068 2.968 0.769 -0.122 -0.022 -0.002
H -4.616 2.162 -1.026 -0.031 -0.012 -0.100
H -2.093 5.497 -1.008 -0.019 0.005 0.028
H -1.443 7.429 -2.360 -0.035 0.104 0.047
H -0.160 7.132 -4.445 0.013 0.087 -0.044
H 0.470 4.861 -5.182 0.069 -0.009 -0.095
H -0.180 2.908 -3.832 0.067 -0.075 -0.101
S 2.324 -0.273 0.699 -1.794 0.269 -0.334
C 2.964 0.588 -0.642 0.234 -0.022 -0.258
C 4.346 0.708 -0.844 -0.266 0.161 -0.112
C 4.794 1.426 -1.930 -0.189 -0.098 0.078
C 3.865 1.985 -2.805 -0.325 -0.193 0.012
C 2.521 1.803 -2.540 0.210 0.273 -0.739
N 2.070 1.133 -1.484 -1.134 -0.489 0.885
H 5.024 0.247 -0.143 0.047 -0.041 0.073
H 5.851 1.548 -2.103 0.144 0.013 -0.033
H 4.183 2.539 -3.673 -0.066 0.041 -0.070
H 1.765 2.204 -3.200 0.013 0.084 -0.048
C 1.754 -2.779 -1.443 0.317 0.783 0.299
C 2.848 -2.392 -2.410 0.017 -0.375 0.114
As 4.318 -3.755 -2.420 0.579 0.400 -0.264
C 4.533 -4.010 -0.485 -0.322 -0.076 -0.325
C 5.511 -3.258 0.158 -0.030 0.086 -0.306
C 5.716 -3.385 1.520 0.039 0.001 0.082
C 4.954 -4.283 2.250 0.008 0.041 0.069
C 3.975 -5.033 1.619 -0.054 -0.108 0.086
C 3.763 -4.900 0.257 -0.113 0.073 -0.018
C 3.364 -5.376 -2.939 -0.066 0.072 0.160
C 2.319 -5.349 -3.859 0.090 0.227 0.243
C 1.675 -6.519 -4.222 0.012 -0.141 -0.105
C 2.091 -7.733 -3.699 -0.040 -0.012 -0.006
C 3.162 -7.776 -2.819 0.006 -0.050 -0.149
C 3.807 -6.608 -2.457 0.059 0.275 0.112
P 0.290 -1.622 -1.394 -0.613 -0.496 0.160
C -0.846 -2.785 -0.567 -0.044 0.445 0.155
C -1.956 -3.362 -1.176 0.147 -0.038 0.036
C -2.754 -4.236 -0.457 -0.023 -0.050 -0.050
C -2.469 -4.515 0.870 0.029 0.004 0.053
C -1.375 -3.924 1.485 -0.004 -0.070 0.133
C -0.562 -3.067 0.768 0.061 0.058 -0.182
C -0.168 -1.577 -3.157 -0.032 0.713 0.351
C -0.266 -2.717 -3.952 0.001 -0.040 0.212
C -0.521 -2.588 -5.305 -0.032 -0.100 -0.014
C -0.690 -1.335 -5.873 0.033 0.085 0.025
C -0.598 -0.198 -5.086 -0.008 0.030 -0.121
C -0.328 -0.323 -3.736 0.136 0.068 0.191
H 2.151 -2.825 -0.423 -0.135 -0.102 -0.160
H 1.350 -3.767 -1.695 -0.247 0.188 0.045
H 3.298 -1.437 -2.133 0.144 -0.119 -0.062
H 2.473 -2.292 -3.432 0.083 -0.051 0.035
H 6.123 -2.580 -0.427 0.063 0.008 0.026
H 6.484 -2.805 2.008 0.084 0.049 0.049
H 5.131 -4.407 3.307 0.007 0.006 0.106
H 3.382 -5.736 2.184 -0.034 -0.053 0.067
H 2.996 -5.494 -0.225 0.025 -0.004 0.016
H 2.014 -4.408 -4.301 -0.064 0.037 -0.006
H 0.859 -6.487 -4.929 -0.070 -0.012 -0.093
H 1.599 -8.647 -3.996 -0.074 -0.073 0.006
H 3.503 -8.723 -2.428 0.045 -0.089 0.023
H 4.661 -6.645 -1.790 -0.069 -0.058 0.036
H -2.194 -3.129 -2.204 -0.043 -0.009 -0.073
H -3.604 -4.702 -0.934 -0.079 -0.031 -0.049
H -3.095 -5.197 1.425 -0.051 -0.033 0.039
H -1.155 -4.131 2.523 0.010 -0.035 0.053
H 0.301 -2.607 1.235 0.009 -0.063 0.068
H -0.142 -3.696 -3.512 0.030 -0.118 -0.013
H -0.585 -3.470 -5.924 -0.018 -0.096 -0.035
H -0.879 -1.245 -6.930 -0.049 0.007 -0.127
H -0.732 0.776 -5.529 -0.002 0.130 -0.050
H -0.219 0.553 -3.099 -0.023 -0.105 -0.231
N -4.251 -1.148 5.692 -0.012 0.185 -0.247
C -4.439 -1.887 6.829 0.633 -0.484 0.446
C -5.543 -2.128 7.631 -0.208 -0.110 0.200
C -5.357 -2.967 8.714 -0.155 0.253 -0.249
C -4.113 -3.546 8.998 0.228 -0.078 0.012
C -3.008 -3.309 8.213 -0.132 0.127 -0.077
C -3.170 -2.464 7.111 -1.078 0.178 0.191
N -2.279 -2.069 6.170 0.587 0.336 -0.832
C -2.935 -1.294 5.334 -0.040 -0.503 0.821
C -2.324 -0.730 4.157 0.281 0.288 -0.633
C -3.018 0.014 3.199 0.285 -0.177 0.180
C -2.350 0.434 2.067 -0.444 0.244 -0.042
N -1.065 0.175 1.828 -0.059 0.352 -1.693
C -0.386 -0.496 2.760 0.366 -0.128 0.299
C -0.962 -0.957 3.923 -0.202 0.135 -0.158
H -4.952 -0.590 5.234 0.072 -0.052 0.022
H -6.504 -1.687 7.415 -0.125 0.015 0.037
H -6.193 -3.183 9.361 -0.069 -0.008 0.040
H -4.025 -4.193 9.857 0.007 -0.048 0.063
H -2.046 -3.749 8.423 0.099 -0.062 0.049
H -4.063 0.259 3.308 -0.072 0.031 -0.025
H -2.884 1.012 1.324 0.047 -0.040 0.022
H 0.671 -0.644 2.586 -0.113 -0.014 -0.005
H -0.385 -1.499 4.655 0.077 -0.051 0.021
O 1.140 1.808 2.480 -0.050 -0.291 0.940
S 0.997 2.747 1.371 0.928 0.753 0.411
C 0.675 4.348 2.182 -0.383 -0.072 -0.382
C 0.491 4.336 3.549 -0.016 -0.441 -0.036
C 0.272 5.531 4.210 -0.035 0.131 0.007
C 0.248 6.718 3.499 -0.019 0.065 0.086
C 0.431 6.717 2.124 -0.018 -0.064 -0.098
C 0.633 5.523 1.453 -0.004 0.160 0.033
C 2.655 3.267 0.874 -0.265 -0.115 -0.456
C 2.804 3.963 -0.312 0.040 -0.048 0.052
C 4.054 4.457 -0.646 -0.034 0.070 0.079
C 5.134 4.221 0.191 0.040 0.051 -0.080
C 4.972 3.499 1.362 -0.026 0.039 0.036
C 3.721 3.026 1.718 -0.170 -0.145 0.171
H 0.534 3.396 4.077 -0.021 -0.102 0.084
H 0.117 5.530 5.278 0.037 0.013 0.096
H 0.087 7.649 4.019 -0.015 0.121 0.044
H 0.421 7.645 1.574 -0.020 0.108 -0.060
H 0.771 5.518 0.382 0.008 0.062 -0.117
H 1.954 4.105 -0.968 -0.042 0.078 -0.102
H 4.184 5.026 -1.553 0.028 0.030 -0.133
H 6.108 4.599 -0.078 0.106 0.055 -0.009
H 5.817 3.315 2.007 0.092 -0.013 0.077
H 3.559 2.479 2.635 0.002 -0.089 0.097